No. 1
A structure of composition C35H40CaClN3O12S in a non-equilibrium geometry. Source: OMol25; level of theory: the ωB97M-V functional and the def2-TZVPD basis.

Properties
Multiplicity: 1
ΔE to the lowest compared entry with this formula, charge and spin, kcal per mole: 27.2

Each line ends with the Mulliken charge.
Atoms and positions in Å:
Ca 1.42 -14.24 14.05  2.097
Cl -0.26 -16.96 14.52  1.778
S 2.68 -10.59 13.80  0.397
O 5.30 -15.38 10.37  -0.625
O 3.66 -16.00 17.24  -0.525
O -0.67 -13.49 13.58  -0.442
O 0.41 -16.11 13.51  -0.383
O 0.67 -11.94 9.84  -0.133
O 2.54 -12.12 13.63  -0.482
O 0.75 -17.85 15.07  -0.649
O -2.49 -12.59 14.62  -0.309
O 3.24 -15.63 11.25  0.555
O -0.69 -16.15 15.63  -0.681
O -1.37 -17.56 13.80  -0.669
O 2.21 -14.97 15.88  -0.888
N -2.44 -14.96 11.97  -0.724
N -2.77 -13.86 12.78  0.109
N 4.01 -15.36 13.76  0.413
C 5.63 -16.12 15.39  -1.045
C 2.60 -10.92 16.52  -0.374
C -0.33 -10.87 9.93  -0.358
C -0.03 -15.41 8.10  -0.547
C 4.32 -15.70 15.01  0.266
C 1.84 -11.37 9.13  -0.457
C -0.06 -17.97 6.99  -0.605
C 0.01 -11.34 19.32  -1.377
C 0.64 -10.94 17.97  0.487
C 4.41 -10.25 14.15  -1.040
C 3.03 -20.48 12.24  -0.556
C 1.78 -19.82 12.05  -0.753
C -3.18 -13.26 15.69  -0.671
C 0.51 -10.08 15.68  -0.462
C 6.23 -16.12 13.08  -0.979
C 0.92 -16.35 8.55  0.565
C 0.22 -9.61 9.24  -0.622
C 2.78 -18.02 10.80  0.261
C 1.67 -18.58 11.44  -0.002
C 1.73 -9.84 9.27  -0.439
C -0.08 -10.39 16.89  -0.385
C 3.30 -15.58 16.06  0.328
C 1.87 -10.36 15.48  0.286
C 0.83 -17.68 8.04  -0.435
C -1.90 -13.35 13.67  -0.006
C 2.00 -15.92 9.42  -0.728
C -0.87 -15.71 7.05  -0.465
C 4.50 -15.48 11.47  0.006
C 2.74 -16.64 10.30  -0.208
C 4.12 -19.91 11.59  -0.491
C 2.00 -11.13 17.76  -0.659
C 6.49 -16.50 14.41  -0.720
C -0.87 -16.97 6.43  -0.591
C 4.93 -15.61 12.81  0.583
C 4.02 -18.70 10.98  -0.317
H 6.09 -14.87 10.53  0.411
H -1.70 -15.50 12.41  0.176
H 4.94 -11.20 14.23  0.284
H 2.75 -11.76 9.58  0.265
H 7.41 -17.04 14.60  0.406
H -0.13 -9.67 14.91  0.362
H 0.38 -12.36 19.60  0.318
H 0.29 -10.66 20.17  0.315
H -1.55 -14.94 6.71  0.377
H 2.65 -11.54 18.53  0.350
H 0.69 -18.08 11.43  0.596
H -0.16 -9.61 8.18  0.270
H -4.25 -13.34 15.34  0.294
H -0.56 -10.72 10.98  0.183
H 5.90 -16.10 16.44  0.421
H 2.31 -9.33 8.47  0.364
H -3.77 -13.73 12.95  0.277
H 6.95 -16.43 12.34  0.351
H -0.06 -14.42 8.57  0.593
H 1.39 -18.46 8.54  0.469
H 4.58 -9.63 15.07  0.415
H 2.18 -14.83 9.43  0.239
H -1.10 -11.41 19.32  0.333
H -0.13 -8.67 9.69  0.347
H -1.52 -17.20 5.59  0.381
H 3.63 -11.19 16.36  0.323
H -1.20 -11.20 9.40  0.247
H 3.11 -21.34 12.90  0.401
H -2.77 -14.26 15.92  0.320
H 2.95 -15.78 17.90  0.368
H 0.88 -20.18 12.49  0.414
H -3.16 -12.67 16.65  0.201
H 2.13 -9.52 10.26  0.118
H 1.79 -11.67 8.05  0.292
H 4.81 -9.70 13.30  0.374
H 5.10 -20.38 11.57  0.382
H -1.14 -10.22 16.98  0.411
H -0.10 -18.96 6.57  0.406
H -2.01 -14.60 11.11  0.320
H 4.96 -18.22 10.64  0.304

No. 2
A cluster of 2 separate species, C9H11NO3 in total in a non-equilibrium geometry. Source: OMol25; level of theory: the ωB97M-V functional and the def2-TZVPD basis.

Properties
Multiplicity: 1
ΔE to the lowest compared entry with this formula, charge and spin, kcal per mole: 139.6

Each line ends with the Mulliken charge.
Atoms and positions in Å:
O 5.84 -0.32 -1.21  -0.408
O 3.78 -1.71 0.67  -0.627
O 5.35 0.78 0.73  -0.373
N -0.20 -0.36 0.70  -0.045
C 2.99 -0.78 0.66  0.040
C 5.61 0.21 -0.22  0.797
C 0.90 2.14 -0.33  -0.469
C -1.64 -1.57 -0.79  -1.524
C 1.89 1.26 -0.51  -0.162
C -0.12 2.04 0.61  -0.669
C -0.38 -0.78 -0.66  -0.220
C 2.20 -0.03 -0.10  0.077
C -0.51 0.85 1.15  -0.051
H -2.67 -1.13 -0.62  0.325
H -0.87 0.70 2.25  0.222
H -0.60 -1.04 1.38  0.282
H -1.59 -2.44 -0.22  0.458
H -1.78 -1.90 -1.80  0.407
H -0.76 2.90 0.69  0.336
H -0.31 0.10 -1.32  0.341
H 2.62 -0.37 1.69  0.135
H 1.12 3.01 -0.86  0.463
H 2.63 1.67 -1.16  0.319
H 0.50 -1.40 -0.70  0.345

No. 3
A structure of composition C28H30AsClN6O3ReS4 in a non-equilibrium geometry. Source: OMol25; level of theory: the ωB97M-V functional and the def2-TZVPD basis.

Properties
Expectation value of S²: 0.7672
Multiplicity: 2
ΔE to the lowest compared entry with this formula, charge and spin, kcal per mole: 0.0

Each line ends with the Mulliken spin population.
Atoms and positions in Å:
Re 2.14 -1.01 -2.06  0.624
As 3.57 1.95 -2.32  -0.004
Cl -3.59 -4.15 0.90  0.000
S 5.49 1.96 -3.07  0.021
S 2.20 0.67 -3.61  0.098
S 3.33 0.41 -0.67  0.211
S 2.56 3.67 -1.75  -0.001
O 5.37 -3.52 -1.62  -0.003
O 4.59 -3.44 -4.33  -0.003
O -0.03 3.13 0.79  0.001
N -1.87 -0.32 -0.59  -0.004
N -1.21 0.83 -0.27  0.003
N 1.38 -2.13 -3.82  0.013
N 2.37 -2.31 -0.29  0.011
N 0.25 -0.38 -1.29  0.025
N 3.62 -2.28 -2.54  0.004
C -2.04 5.01 0.93  0.000
C -3.05 -2.68 1.66  0.000
C -3.49 -0.46 2.44  0.000
C 2.39 -2.61 -4.57  0.014
C 0.05 0.79 -0.69  0.002
C 4.17 -3.28 0.96  0.000
C -1.73 -2.57 2.07  0.000
C 2.11 -2.74 2.04  0.000
C 4.36 -2.90 -1.52  -0.025
C -2.16 -0.31 2.83  -0.001
C -1.96 1.92 0.36  -0.006
C -2.07 3.87 1.96  0.000
C -3.93 -1.64 1.84  0.000
C 3.61 -2.82 -0.21  0.017
C 0.18 -2.01 -4.38  -0.011
C 3.41 -3.22 2.12  -0.002
C -0.06 -2.34 -5.70  0.001
C 0.99 -2.81 -6.48  -0.002
C 3.69 -2.81 -3.84  -0.015
C 2.24 -2.95 -5.89  -0.002
C -0.96 -1.02 -1.21  0.016
C -1.30 -1.39 2.65  0.001
C -1.64 0.95 3.47  0.002
C -3.55 3.51 2.18  0.000
C 1.63 -2.29 0.82  0.013
C -1.20 2.65 1.47  0.000
C -0.68 1.73 2.57  -0.014
C -1.50 4.42 3.27  0.000
H 1.47 -2.69 2.91  0.000
H -0.44 4.68 3.18  0.000
H -2.20 2.65 -0.41  0.000
H -1.05 -2.22 -6.11  0.000
H 0.01 1.02 2.10  0.018
H -0.61 -1.61 -3.76  -0.001
H -0.05 2.36 3.21  -0.002
H -1.05 -3.41 1.93  0.000
H -1.61 3.73 4.11  0.000
H -2.46 4.72 -0.03  0.000
H -1.14 -2.02 -1.59  -0.003
H -0.27 -1.30 2.99  -0.001
H -2.03 5.34 3.53  0.000
H -2.87 1.46 0.72  0.001
H 3.10 -3.32 -6.43  0.000
H 0.84 -3.05 -7.52  0.000
H -4.06 3.33 1.23  0.000
H -3.70 2.64 2.82  0.000
H -1.03 5.38 0.74  0.000
H -4.19 0.35 2.59  0.000
H 0.51 3.68 1.37  0.000
H 5.18 -3.67 0.94  -0.001
H 3.81 -3.56 3.06  0.000
H 0.63 -1.89 0.73  -0.012
H -2.46 1.58 3.83  0.000
H -2.63 5.84 1.31  0.000
H 0.76 1.61 -0.61  0.017
H -4.96 -1.74 1.53  0.000
H -4.05 4.35 2.65  0.000
H -1.08 0.66 4.37  0.000

No. 4
A cluster of 2 separate species, C3H12NOS2 in total in a non-equilibrium geometry. Source: OMol25; level of theory: the ωB97M-V functional and the def2-TZVPD basis.

Properties
Expectation value of S²: 0.7545
Multiplicity: 2
Charge: +2
ΔE to the lowest compared entry with this formula, charge and spin, kcal per mole: 36.1

Each line ends with the Mulliken spin population.
Atoms and positions in Å:
S -1.13 -0.68 -0.27  0.366
S -0.62 -1.32 -1.97  0.525
O 2.84 0.53 2.24  0.000
N 0.81 0.91 1.06  0.018
C -1.36 1.03 -0.30  0.035
C -1.19 -3.01 -2.49  -0.001
C -0.45 1.73 0.64  -0.025
H 3.78 0.43 1.95  0.000
H 0.66 0.14 1.75  0.006
H -1.13 2.04 1.56  -0.002
H -2.51 1.13 0.02  0.033
H -0.22 2.71 0.38  -0.002
H 2.86 0.89 3.17  0.000
H 1.13 0.49 0.07  0.003
H 1.56 1.61 1.29  -0.001
H -1.36 1.59 -1.28  0.000
H -0.97 -3.00 -3.57  0.005
H -0.59 -3.79 -2.01  0.028
H -2.10 -3.42 -2.24  0.012

No. 5
A cluster of 5 separate species, C19H38F3NO5 in total in a non-equilibrium geometry. Source: OMol25; level of theory: the ωB97M-V functional and the def2-TZVPD basis.

Properties
Calculated total energy, hartree: -1477.207352
Multiplicity: 1
Structure (SMILES): CCOC(=O)C(F)(F)F.CCN(CC)CC.CC(C)=O.CC(C)=O.CC(C)=O

Each line ends with the Mulliken charge.
Atoms and positions in Å:
F 10.59 3.67 3.66  -0.236
F 9.77 1.66 4.09  -0.223
F 8.82 2.91 2.72  -0.258
O 7.91 2.79 5.72  -0.315
O 8.33 4.86 4.78  -0.533
O 3.14 10.90 2.47  -0.533
O -1.23 3.95 2.23  -0.561
O -5.39 1.72 -5.54  -0.562
N -2.14 -7.35 -1.62  0.137
C 3.35 8.85 1.34  -0.918
C -5.97 0.67 -5.80  0.799
C -0.25 -6.26 -2.71  -1.272
C -0.65 -7.47 -1.84  -0.470
C -7.44 0.53 -5.49  -1.012
C -2.40 -7.49 0.74  -1.248
C -2.79 -7.53 -2.90  -0.684
C -1.68 1.68 1.52  -1.003
C 2.53 10.05 1.84  0.715
C -2.92 3.86 0.57  -1.046
C -5.30 -0.48 -6.41  -1.086
C 6.68 3.12 6.36  -0.142
C -2.68 -8.98 -3.39  -0.986
C 9.48 2.91 3.87  0.895
C 8.51 3.64 4.84  0.371
C -2.60 -8.27 -0.55  -0.619
C 1.02 10.10 1.64  -1.053
C 5.48 2.81 5.52  -1.146
C -1.91 3.20 1.51  0.784
H -2.10 -9.24 -0.57  0.360
H -2.49 -6.85 -3.70  0.331
H -0.74 -5.39 -2.28  0.334
H -7.92 -0.07 -6.26  0.305
H -0.11 -7.49 -0.89  0.423
H -7.68 0.07 -4.53  0.281
H 0.84 -6.20 -2.82  0.413
H -4.28 -0.30 -6.76  0.326
H 0.60 11.10 1.74  0.307
H -0.76 1.49 2.08  0.299
H 2.66 8.01 1.39  0.284
H -3.64 -8.58 -0.62  0.423
H 6.70 2.47 7.24  0.239
H -2.86 4.93 0.37  0.312
H -5.85 -0.56 -7.34  0.304
H 0.63 9.42 2.40  0.289
H -3.93 3.70 0.95  0.291
H -3.12 -9.03 -4.39  0.395
H 6.67 4.18 6.62  0.329
H 3.78 8.98 0.35  0.241
H -2.92 -6.55 0.54  0.316
H 5.38 3.37 4.60  0.324
H -0.24 -8.40 -2.23  0.291
H -3.13 -9.68 -2.68  0.263
H -1.65 -9.33 -3.51  0.268
H -3.12 3.29 -0.35  0.312
H -2.43 1.23 2.17  0.286
H 4.61 3.01 6.14  0.367
H -1.38 -7.23 1.02  0.287
H -5.45 -1.48 -6.01  0.327
H 0.72 9.51 0.77  0.351
H -7.88 1.52 -5.37  0.318
H -0.56 -6.31 -3.75  0.269
H 4.14 8.46 1.98  0.318
H 5.39 1.78 5.16  0.328
H -2.79 -7.97 1.64  0.399
H -3.82 -7.20 -2.74  0.370
H -1.54 1.30 0.51  0.326

No. 6
A structure of composition C3H3CaO3 in a non-equilibrium geometry. Source: OMol25; level of theory: the ωB97M-V functional and the def2-TZVPD basis.

Properties
Multiplicity: 1
Charge: +3
ΔE to the lowest compared entry with this formula, charge and spin, kcal per mole: 134.9

Each line ends with the Mulliken charge.
Atoms and positions in Å:
Ca 2.79 1.73 0.55  1.920
O -0.74 -0.30 0.44  -0.197
O 2.42 -1.42 1.54  -0.202
O 2.82 -0.65 -0.44  -0.503
C -1.81 0.21 0.59  0.231
C 2.62 -1.43 0.40  0.776
C -1.86 0.24 -0.83  -0.156
H -1.39 1.09 -1.33  0.329
H -2.26 -0.66 -1.31  0.325
H -2.59 1.19 0.37  0.476